No. 1
C42H37CsN3P2 | ωB97M-V with the def2-TZVPD basis set

Results
F_max ... 3.45 eV/Å
Energy above the lowest of the compared OMol25 structures with the same formula, charge and spin ... 142.7 kJ/mol
LUMO level ... -0.09845 Ha
HOMO level ... -10.06 eV

```
! RIJCOSX wB97M-V def2-TZVPD def2/J DEFGRID3
* xyz 1 1
Cs 1.944 -1.091 -1.024
C 5.539 1.553 1.655
C 6.756 0.906 1.441
C 6.710 -0.390 0.964
C 5.461 -0.933 0.548
N 4.350 -0.191 0.512
C 4.402 1.025 1.108
C 5.278 -2.392 0.310
C 6.307 -3.238 0.823
C 6.307 -4.557 0.520
C 5.236 -5.112 -0.172
C 4.191 -4.232 -0.601
N 4.193 -2.923 -0.340
C 2.867 -4.761 -1.141
C 2.688 -6.147 -1.254
C 1.453 -6.631 -1.604
C 0.445 -5.745 -1.883
C 0.756 -4.388 -1.869
N 1.866 -3.877 -1.327
H 5.411 2.433 2.309
H 7.761 1.249 1.816
H 7.581 -1.023 0.929
H 3.444 1.540 1.257
H 6.997 -2.883 1.595
H 7.163 -5.171 0.805
H 5.197 -6.210 -0.257
H 3.589 -6.812 -1.149
H 1.360 -7.692 -1.580
H -0.551 -6.122 -2.226
H -0.021 -3.681 -2.240
C -2.193 2.374 -1.571
C -3.145 1.252 -1.163
P -2.580 -0.321 -1.885
C -2.796 -1.411 -0.421
C -3.511 -2.635 -0.555
C -3.463 -3.510 0.534
C -2.678 -3.297 1.677
C -2.036 -2.055 1.790
C -2.077 -1.158 0.741
C -3.945 -0.709 -2.992
C -5.294 -0.895 -2.613
C -6.209 -1.267 -3.616
C -5.823 -1.326 -4.934
C -4.553 -0.965 -5.308
C -3.585 -0.732 -4.338
C -1.935 3.469 -0.577
P -0.794 2.906 0.792
C 0.475 4.244 0.902
C 0.920 4.886 -0.250
C 1.777 5.971 -0.176
C 2.321 6.338 1.056
C 1.970 5.622 2.213
C 1.041 4.604 2.169
C -1.793 3.274 2.233
C -2.408 4.560 2.339
C -3.200 4.886 3.409
C -3.343 3.950 4.466
C -2.753 2.709 4.369
C -1.959 2.295 3.298
H -2.562 2.848 -2.486
H -1.216 1.949 -1.845
H -4.186 1.455 -1.465
H -3.128 1.308 -0.053
H -4.081 -2.801 -1.470
H -4.163 -4.354 0.448
H -2.732 -4.027 2.473
H -1.542 -1.886 2.746
H -1.548 -0.173 0.855
H -5.625 -0.837 -1.570
H -7.239 -1.385 -3.221
H -6.550 -1.470 -5.701
H -4.285 -0.825 -6.348
H -2.600 -0.455 -4.645
H -2.921 3.664 -0.096
H -1.655 4.423 -1.088
H 0.675 4.499 -1.233
H 2.015 6.562 -1.060
H 2.974 7.192 1.200
H 2.495 5.855 3.110
H 0.814 3.950 3.036
H -2.191 5.388 1.608
H -3.655 5.850 3.510
H -3.877 4.328 5.308
H -2.972 1.986 5.133
H -1.356 1.394 3.336
*
```

=====

No. 2
C44H53BClN6O7Ru | ωB97M-V with the def2-TZVPD basis set

Results
F_max ... 0.61 eV/Å
LUMO level (spin up / spin down) ... 0.01393 / -0.04846 Ha
HOMO level (spin up / spin down) ... -5.52 / -7.73 eV

```
! RIJCOSX wB97M-V def2-TZVPD def2/J DEFGRID3
* xyz 0 6
Ru -0.635 0.657 0.188
C -4.723 0.779 -1.725
C -3.257 0.796 -1.426
N -2.777 0.580 -0.204
N -3.620 0.173 0.788
C -2.945 -0.198 1.839
O -1.645 -0.126 1.922
C -3.668 -0.785 2.993
C -2.959 -1.120 4.144
C -3.611 -1.702 5.221
C -4.973 -1.955 5.158
C -5.684 -1.619 4.012
C -5.038 -1.040 2.934
C -2.294 1.034 -2.420
C -2.614 1.299 -3.776
C -1.628 1.535 -4.685
C -0.278 1.531 -4.252
C -0.014 1.291 -2.933
N -0.968 1.022 -2.016
H -5.281 0.586 -0.814
H -4.966 0.010 -2.459
H -5.038 1.741 -2.134
H -1.900 -0.906 4.184
H -3.054 -1.952 6.115
H -5.481 -2.408 5.999
H -6.748 -1.813 3.961
H -5.579 -0.777 2.037
H -3.653 1.311 -4.074
H -1.872 1.733 -5.720
H 0.535 1.729 -4.935
H 1.000 1.304 -2.551
C 3.630 -0.244 0.842
C 2.708 0.820 0.263
C 3.459 1.832 -0.585
O 1.693 0.191 -0.549
C 1.995 1.519 1.434
O 2.652 2.217 2.172
O 0.730 1.266 1.582
H 4.149 -0.769 0.037
H 3.056 -0.964 1.429
H 4.370 0.221 1.490
H 4.021 1.319 -1.367
H 4.143 2.401 0.041
H 2.753 2.523 -1.047
H 1.990 -0.695 -0.793
C -0.189 -4.418 3.099
C 0.073 -5.796 2.474
C 1.413 -6.336 2.987
C -1.029 -6.733 2.990
C 0.064 -5.772 0.907
O -0.101 -7.111 0.424
C 1.363 -5.255 0.244
C 1.961 -3.896 0.633
C 3.174 -3.557 -0.194
C 4.455 -3.683 0.329
C 5.571 -3.314 -0.407
C 5.400 -2.814 -1.687
Cl 6.789 -2.332 -2.611
C 4.136 -2.693 -2.241
C 3.033 -3.070 -1.492
C -1.211 -5.089 0.336
N -1.032 -3.743 -0.179
C -1.070 -2.571 0.452
N -0.714 -1.612 -0.385
C -0.506 -2.262 -1.555
N -0.674 -3.559 -1.468
H -0.036 -4.483 4.177
H -1.226 -4.110 2.957
H 0.458 -3.629 2.725
H 1.365 -6.448 4.071
H 2.249 -5.675 2.761
H 1.642 -7.323 2.579
H -1.041 -6.699 4.080
H -0.869 -7.764 2.681
H -2.020 -6.434 2.650
H 0.648 -7.639 0.723
H 1.186 -5.269 -0.834
H 2.131 -6.014 0.426
H 2.250 -3.888 1.684
H 1.233 -3.097 0.509
H 4.585 -4.050 1.340
H 6.565 -3.400 0.009
H 4.023 -2.308 -3.245
H 2.042 -2.990 -1.924
H -2.008 -5.061 1.075
H -1.551 -5.685 -0.508
H -1.321 -2.420 1.488
H -0.235 -1.762 -2.471
C 2.252 8.036 -1.995
C 0.734 8.224 -1.975
C 0.410 9.376 -1.016
C 0.275 8.595 -3.393
C 0.002 6.957 -1.532
C -1.390 6.991 -1.382
C -2.137 5.885 -0.992
C -1.439 4.723 -0.760
O -1.908 3.486 -0.365
B -0.780 2.698 -0.302
O 0.372 3.397 -0.612
C -0.066 4.671 -0.908
C 0.681 5.762 -1.287
H 2.729 8.972 -2.290
H 2.555 7.272 -2.711
H 2.636 7.762 -1.011
H 0.959 10.272 -1.311
H 0.694 9.122 0.005
H -0.651 9.623 -1.020
H 0.780 9.503 -3.728
H -0.799 8.773 -3.428
H 0.507 7.793 -4.095
H -1.916 7.916 -1.574
H -3.210 5.933 -0.873
H 1.753 5.676 -1.376
*
```

=====

No. 3
C2H4N2O2 | ωB97M-V with the def2-TZVPD basis set

Results
F_max ... 0.58 eV/Å
Structure (SMILES) ... NC(=O)NC=O
Energy above the lowest of the compared OMol25 structures with the same formula, charge and spin ... 23.3 kJ/mol
LUMO level ... 0.02192 Ha
HOMO level ... -10.31 eV

```
! RIJCOSX wB97M-V def2-TZVPD def2/J DEFGRID3
* xyz 0 1
N 1.772 -0.294 0.069
C 0.527 0.088 0.490
O 0.297 0.373 1.651
N -0.457 0.041 -0.496
C -1.802 0.132 -0.182
O -2.672 -0.103 -0.986
H 2.121 -0.083 -0.856
H 2.415 -0.221 0.842
H -0.245 -0.362 -1.399
H -1.956 0.429 0.866
*
```

=====

No. 4
C4H8O3 | ωB97M-V with the def2-TZVPD basis set

Results
F_max ... 1.40 eV/Å
Structure (SMILES) ... O=C(CO)CCO
Energy above the lowest of the compared OMol25 structures with the same formula, charge and spin ... 142.4 kJ/mol
LUMO level ... 0.02477 Ha
HOMO level ... -9.96 eV

```
! RIJCOSX wB97M-V def2-TZVPD def2/J DEFGRID3
* xyz 0 1
O -1.394 0.422 -1.251
C -0.889 -0.083 -0.268
C -0.829 -1.601 -0.059
O -1.522 -2.332 -1.027
C -0.199 0.753 0.793
C 1.067 1.396 0.242
O 1.955 0.348 -0.100
H 0.256 -1.839 -0.073
H -1.238 -1.848 0.920
H -1.382 -1.679 -1.737
H -0.892 1.539 1.112
H 0.057 0.135 1.660
H 0.804 2.005 -0.635
H 1.505 2.059 1.004
H 2.702 0.725 -0.580
*
```

=====

No. 5
C44H44BF9N2O2 | ωB97M-V with the def2-TZVPD basis set

Results
F_max ... 2.47 eV/Å
LUMO level ... 0.01491 Ha
HOMO level ... -7.56 eV

```
! RIJCOSX wB97M-V def2-TZVPD def2/J DEFGRID3
* xyz 0 1
C -5.823 -3.350 -2.956
C -4.643 -2.406 -3.001
C -4.720 -1.480 -4.232
C -4.337 -1.582 -1.653
C -4.962 -0.189 -1.542
C -4.670 -2.362 -0.380
O -2.912 -1.392 -1.697
B -2.514 -2.257 -2.691
C -1.065 -2.278 -3.268
C -0.781 -2.948 -4.481
C 0.504 -2.905 -5.027
C 1.509 -2.274 -4.294
C 2.907 -2.240 -4.818
F 3.323 -0.935 -4.962
F 3.826 -2.809 -3.949
F 3.062 -2.849 -6.015
C 1.275 -1.640 -3.072
C -0.011 -1.659 -2.564
C 0.361 -2.823 1.364
C -0.370 -3.891 0.498
O -3.474 -3.187 -3.125
H -6.764 -2.782 -3.035
H -5.723 -4.057 -3.781
H -5.790 -3.942 -2.039
H -5.747 -1.135 -4.400
H -4.060 -0.600 -4.149
H -4.386 -2.033 -5.121
H -6.053 -0.305 -1.655
H -4.710 0.227 -0.542
H -4.581 0.473 -2.341
H -5.767 -2.444 -0.324
H -4.206 -3.359 -0.377
H -4.259 -1.815 0.486
H -1.572 -3.479 -5.015
H 0.743 -3.382 -5.975
H 2.066 -1.164 -2.502
H -0.229 -1.190 -1.604
H 1.354 -3.212 1.583
H -0.245 -2.917 2.268
H -0.430 -5.012 0.803
H -1.463 -3.669 0.398
H 0.085 -4.093 -0.472
F 3.000 4.480 6.883
C 2.445 3.252 6.976
F 3.455 2.339 6.774
F 2.036 3.075 8.279
C 1.330 2.985 6.043
N 0.929 1.560 6.207
C 0.137 1.228 7.317
C -0.815 2.141 7.799
C -1.485 1.860 8.984
C -1.274 0.635 9.632
C -0.356 -0.298 9.105
C 0.335 -0.015 7.948
C 1.142 0.694 5.148
C 0.378 -0.476 4.978
C 0.284 -1.054 3.708
C 0.908 -0.525 2.574
C 0.465 -1.169 1.205
C 1.026 -0.048 0.166
C 2.388 -0.173 -0.130
C 3.070 0.663 -1.023
C 2.345 1.631 -1.762
N 2.899 2.183 -2.926
C 4.182 1.647 -3.443
C 5.195 2.730 -3.471
F 6.411 2.354 -3.887
F 4.742 3.743 -4.289
F 5.345 3.271 -2.215
C 2.087 2.824 -3.899
C 1.440 4.013 -3.560
C 0.529 4.601 -4.442
C 0.330 4.014 -5.699
C 1.044 2.896 -6.100
C 1.906 2.269 -5.179
C 0.982 1.885 -1.380
C 0.317 1.038 -0.473
C 1.886 0.468 2.851
C 2.049 1.026 4.129
H 0.509 3.634 6.335
H 1.676 3.142 5.018
H -1.033 3.057 7.232
H -2.168 2.600 9.392
H -1.835 0.392 10.539
H -0.197 -1.258 9.604
H 1.052 -0.719 7.530
H -0.167 -0.914 5.798
H -0.417 -1.849 3.606
H -0.617 -1.071 1.109
H 2.918 -0.960 0.418
H 4.164 0.610 -1.057
H 4.596 0.834 -2.848
H 4.099 1.322 -4.484
H 1.641 4.439 -2.589
H -0.028 5.479 -4.113
H -0.418 4.461 -6.364
H 0.943 2.474 -7.095
H 2.410 1.344 -5.458
H 0.434 2.738 -1.816
H -0.778 1.230 -0.333
H 2.547 0.866 2.096
H 2.833 1.745 4.312
*
```

=====

No. 6
C12H52N12O17 | ωB97M-V with the def2-TZVPD basis set

Results
F_max ... 6.19 eV/Å
LUMO level (spin up / spin down) ... -0.08687 / -0.31744 Ha
HOMO level (spin up / spin down) ... -11.33 / -11.33 eV

```
! RIJCOSX wB97M-V def2-TZVPD def2/J DEFGRID3
* xyz 1 2
C -1.481 -0.801 -14.835
C -1.542 -0.265 -13.422
O -2.637 0.454 -13.118
O -1.202 0.124 -15.822
H -2.430 -1.301 -15.027
H -0.639 -1.495 -14.832
H -0.616 0.202 -13.088
H -1.645 -1.116 -12.748
H -2.456 1.395 -13.176
H -1.953 0.711 -15.932
C -3.590 -0.870 -8.975
C -3.250 -0.649 -7.486
O -3.656 0.601 -6.930
O -4.948 -1.170 -9.138
H -2.979 -1.692 -9.347
H -3.483 0.137 -9.378
H -2.160 -0.652 -7.462
H -3.498 -1.481 -6.826
H -4.551 0.756 -7.242
H -5.402 -0.375 -8.849
C 0.961 2.621 -7.540
C 1.703 2.268 -6.241
O 1.294 1.032 -5.628
O -0.061 3.539 -7.162
H 0.581 1.764 -8.097
H 1.508 3.097 -8.354
H 1.657 3.169 -5.629
H 2.745 2.139 -6.533
H 0.337 1.004 -5.565
H -0.630 3.801 -7.890
C -0.673 3.348 -10.624
O -1.469 3.439 -9.725
N -0.197 2.176 -11.015
N -0.086 4.382 -11.087
H 0.493 2.028 -11.737
H -0.373 1.390 -10.406
H -0.383 5.191 -10.560
H 0.561 4.308 -11.860
C 1.846 -5.778 -6.665
O 0.886 -6.473 -6.318
N 2.955 -5.567 -6.015
N 1.910 -5.112 -7.822
H 3.674 -4.942 -6.354
H 2.904 -6.009 -5.109
H 1.063 -5.151 -8.372
H 2.797 -4.741 -8.131
C 2.853 1.353 -13.874
O 2.905 0.187 -14.087
N 2.188 2.249 -14.574
N 3.340 1.916 -12.814
H 2.133 3.234 -14.358
H 1.875 1.899 -15.468
H 3.130 2.880 -12.599
H 3.978 1.259 -12.389
C -2.315 -3.937 -6.060
O -3.406 -4.438 -6.220
N -1.308 -4.202 -6.839
N -1.977 -3.036 -5.154
H -0.526 -3.564 -6.834
H -1.347 -4.901 -7.568
H -2.650 -2.542 -4.587
H -1.001 -2.776 -5.195
C 4.719 -2.524 -6.644
O 3.910 -2.689 -7.511
N 4.561 -2.837 -5.376
N 5.945 -2.236 -6.804
H 5.290 -2.685 -4.693
H 3.660 -3.133 -5.029
H 6.578 -2.265 -6.017
H 6.223 -1.938 -7.728
C 0.842 -1.014 -9.891
O -0.276 -0.557 -9.787
N 1.312 -1.968 -9.108
N 1.715 -0.601 -10.808
H 0.733 -2.165 -8.304
H 2.199 -2.384 -9.353
H 1.322 0.071 -11.451
H 2.651 -0.935 -10.991
O 5.064 -1.381 -12.438
H 5.470 -0.518 -12.359
H 5.523 -1.797 -13.167
O -0.997 -3.362 -10.828
H -0.515 -4.009 -10.313
H -0.739 -2.519 -10.456
O 4.232 0.044 -8.976
H 4.478 -0.879 -8.921
H 3.359 0.084 -8.584
O 0.752 -2.554 -5.527
H 1.107 -2.752 -4.661
H 1.217 -1.764 -5.802
O 3.699 -2.518 -10.511
H 3.848 -3.440 -10.722
H 4.236 -2.038 -11.141
*
```

=====

No. 7
C10H9ClN4O2 | ωB97M-V with the def2-TZVPD basis set

Results
F_max ... 1.07 eV/Å
Structure (SMILES) ... O=C(COc1ccccc1Cl)Nn1cnnc1
Energy above the lowest of the compared OMol25 structures with the same formula, charge and spin ... 95.3 kJ/mol
LUMO level ... 0.00214 Ha
HOMO level ... -8.90 eV

```
! RIJCOSX wB97M-V def2-TZVPD def2/J DEFGRID3
* xyz 0 1
O -0.763 -0.112 -0.817
C -1.015 -0.569 0.264
C 0.030 -1.149 1.229
O 1.314 -1.136 0.685
C 1.931 0.060 0.448
C 1.450 1.308 0.820
C 2.183 2.451 0.544
C 3.403 2.368 -0.101
C 3.899 1.129 -0.474
C 3.169 -0.011 -0.200
Cl 3.776 -1.559 -0.653
N -2.274 -0.643 0.793
N -3.422 -0.197 0.162
C -3.616 0.211 -1.128
N -4.857 0.550 -1.291
N -5.503 0.375 -0.131
C -4.652 -0.068 0.740
H -0.192 -2.206 1.404
H -0.012 -0.613 2.190
H 0.496 1.407 1.314
H 1.788 3.412 0.836
H 3.968 3.260 -0.317
H 4.848 1.041 -0.978
H -2.439 -1.054 1.701
H -2.844 0.246 -1.865
H -4.861 -0.309 1.762
*
```

=====

No. 8
C3H10N2S | ωB97M-V with the def2-TZVPD basis set

Results
F_max ... 1.03 eV/Å
Energy above the lowest of the compared OMol25 structures with the same formula, charge and spin ... 146.3 kJ/mol
LUMO level (spin up / spin down) ... -0.12146 / -0.30962 Ha
HOMO level (spin up / spin down) ... -13.73 / -13.63 eV

```
! RIJCOSX wB97M-V def2-TZVPD def2/J DEFGRID3
* xyz 1 2
N -1.082 0.821 -0.198
C 0.169 0.179 -0.140
C 1.037 0.759 0.975
S 1.311 2.554 1.010
C -0.038 -1.318 -0.002
N -0.910 -1.822 -1.031
H -1.799 0.475 -0.830
H -1.106 1.804 0.058
H 0.664 0.392 -1.096
H 0.654 0.398 1.920
H 2.036 0.372 0.800
H 0.164 3.026 0.502
H -0.481 -1.509 0.978
H 0.939 -1.781 0.058
H -0.593 -1.520 -1.948
H -0.966 -2.831 -1.056
*
```

=====

No. 9
C4H6NOP | ωB97M-V with the def2-TZVPD basis set

Results
F_max ... 4.81 eV/Å
Energy above the lowest of the compared OMol25 structures with the same formula, charge and spin ... 462.8 kJ/mol
LUMO level (spin up / spin down) ... -0.04258 / -0.02817 Ha
HOMO level (spin up / spin down) ... -7.44 / -8.41 eV

```
! RIJCOSX wB97M-V def2-TZVPD def2/J DEFGRID3
* xyz 0 1
C -0.431 -0.919 0.382
C 0.883 -1.210 0.476
C -1.052 0.094 -0.498
C -0.590 1.534 -0.101
N 1.818 -0.502 -0.154
O 2.969 -0.798 -0.118
P 1.177 1.833 -0.120
H -1.171 -1.621 0.813
H 1.440 -2.027 1.110
H -0.777 -0.074 -1.520
H -2.126 -0.094 -0.361
H -1.164 2.227 -0.887
H -0.974 1.556 0.977
*
```

=====

No. 10
C4H16NO3 | ωB97M-V with the def2-TZVPD basis set

Results
F_max ... 3.13 eV/Å
Energy above the lowest of the compared OMol25 structures with the same formula, charge and spin ... 131.0 kJ/mol
LUMO level ... -0.10166 Ha
HOMO level ... -14.18 eV

```
! RIJCOSX wB97M-V def2-TZVPD def2/J DEFGRID3
* xyz 1 1
C -0.154 1.205 -0.730
O -1.391 1.809 -0.421
C -0.234 -0.175 -0.088
C 1.016 -1.046 -0.035
C 0.782 -2.439 0.445
N -0.818 -0.048 1.340
H 0.204 1.285 -1.740
H 0.633 1.909 -0.286
H -1.506 2.657 -0.861
H -1.028 -0.814 -0.558
H 1.554 -0.959 -1.039
H 1.836 -0.558 0.522
H 0.919 -2.721 1.489
H -0.143 -2.890 0.058
H 1.572 -3.166 0.080
H -0.350 0.662 2.001
H -0.685 -0.980 1.741
H -1.820 0.162 1.353
H 1.304 2.018 1.470
H 2.114 1.243 2.442
O 1.177 1.375 2.193
H 0.146 -1.392 -3.086
H -1.034 -0.451 -3.431
O -0.537 -0.821 -2.693
*
```